1.
Entry from the Open Molecules 2025 dataset: a 2-piece molecular cluster, C7H14ClN4 overall at a distorted geometry (ωB97M-V with the def2-TZVPD basis set).

Each line ends with the Mulliken charge.
Positions of all 26 atoms, in Å:
C -3.05113 0.13212 -1.28366  -0.77
C -2.30329 0.76399 -2.18684  -0.20
C -2.22565 0.00160 -0.15107  0.42
C -0.18984 0.76794 2.78761  -0.68
C 1.94012 -0.90248 -1.18857  -0.53
C 1.67502 -1.39026 0.23641  -0.77
C 0.49688 -0.44965 2.25894  0.04
N -1.16636 1.03322 -1.56993  -0.24
N -1.04477 0.60879 -0.38613  0.02
N 1.95707 0.55672 -1.05883  -0.65
N 1.05368 -0.38555 1.05281  0.06
Cl -2.75674 -0.74988 1.35689  -0.20
H -3.96324 -0.36390 -1.55894  0.37
H -2.32352 1.30320 -3.10585  0.42
H -1.19065 0.33306 2.52031  0.03
H -0.14914 1.57432 1.98451  0.27
H 0.03124 0.93237 3.83130  0.42
H 2.83996 -1.39397 -1.53202  0.39
H 1.07390 -1.28444 -1.75209  0.30
H 2.65727 -1.50185 0.81580  0.38
H 1.20914 -2.33579 0.28606  0.43
H 0.25060 -1.27140 2.90259  0.39
H 1.73315 0.99852 -1.98458  0.20
H 2.88903 0.95848 -0.89209  0.19
H 0.86785 0.54057 0.57732  0.51
H -0.31058 1.52427 -1.95996  0.20

HOMO energy in eV: -12.9
Energy relative to the best compared isomer or geometry (same formula, charge and spin) in kcal/mol: 23.2
LUMO energy in eV: -3.5
Total charge: +1

=====

2.
Entry from the Open Molecules 2025 dataset: an isolated molecule of C7H14ClNO4 at a distorted geometry (ωB97M-V with the def2-TZVPD basis set).

Each line ends with the Mulliken charge.
Positions of all 27 atoms, in Å:
C 3.72946 -1.44792 -0.21619  -0.99
C 3.79389 0.07127 0.45500  0.05
Cl 3.12483 -0.12587 2.20621  -0.22
C 2.71045 1.01815 -0.39821  -0.42
O 1.49127 1.05906 0.42434  -0.15
C 0.33112 1.58352 -0.35118  0.47
O 0.18168 1.45808 -1.67893  -0.55
O -0.73634 2.22904 0.43397  -0.29
C -2.05486 1.62638 0.18644  -0.55
C -2.14096 0.00796 0.42964  0.08
O -2.08729 -0.39406 1.84663  -0.53
C -3.62753 -0.47761 -0.16370  -0.44
N -3.65536 -1.94994 -0.52814  -0.57
H 4.38657 -1.51035 -1.19694  0.29
H 4.09761 -2.21084 0.60530  0.33
H 2.58401 -1.65021 -0.42700  0.25
H 4.87480 0.52136 0.47631  0.35
H 2.59269 0.48891 -1.43660  0.31
H 3.19839 2.08224 -0.54660  0.29
H -2.79705 2.12125 0.97992  0.30
H -2.52244 1.91100 -0.87359  0.28
H -1.35408 -0.62946 -0.15686  0.34
H -1.39822 -1.12605 1.98414  0.35
H -3.79295 0.11983 -1.16675  0.28
H -4.41616 -0.19746 0.65412  0.25
H -2.96966 -2.51578 0.01823  0.23
H -3.54387 -2.06249 -1.55955  0.26

HOMO energy in eV: -9.2
Energy relative to the best compared isomer or geometry (same formula, charge and spin) in kcal/mol: 0.0
SMILES: C[C@H](Cl)COC(=O)OC[C@@H](O)CN
LUMO energy in eV: 0.5
Total charge: 0

=====

3.
Entry from the Open Molecules 2025 dataset: an isolated ion of composition C7H14N and charge +1 at a distorted geometry (ωB97M-V with the def2-TZVPD basis set).

Each line ends with the Mulliken charge.
Positions of all 22 atoms, in Å:
C -2.19970 -0.13634 -1.32620  -1.31
C -0.83319 -0.53728 -0.84281  0.50
C -0.63278 -0.21616 0.62715  -0.87
C 0.71465 -0.54728 1.03756  0.51
C 1.28526 -1.70987 1.41059  -0.90
C 1.29145 1.84931 1.59267  -0.73
C 1.59023 0.69498 1.01219  -0.41
N 0.25129 0.21449 -1.83412  -0.41
H -2.70237 0.51243 -0.63826  0.38
H -2.23407 0.32196 -2.33851  0.30
H -3.14276 -0.87552 -1.19180  0.32
H -0.66059 -1.56319 -1.21983  0.30
H -0.86621 0.86255 0.98362  0.24
H -1.44036 -0.60416 1.18627  0.59
H 2.35747 -1.84755 1.73529  0.27
H 0.77906 -2.64816 1.36781  0.32
H 2.18716 2.53585 1.89830  0.25
H 0.30634 2.30391 1.96126  0.22
H 2.61909 0.51077 0.68181  0.37
H 0.34008 1.21304 -1.78016  0.30
H -0.07015 0.08760 -2.76015  0.36
H 1.06011 -0.42135 -1.56266  0.41

HOMO energy in eV: -12.8
Energy relative to the best compared isomer or geometry (same formula, charge and spin) in kcal/mol: 58.8
SMILES: C=CC(=C)C[C@@H](C)[NH3+]
LUMO energy in eV: -3.3
Total charge: +1

=====

4.
Entry from the Open Molecules 2025 dataset: a 2-piece molecular cluster, C7H14N overall at a distorted geometry (ωB97M-V with the def2-TZVPD basis set).

Each line ends with the Mulliken charge.
Positions of all 22 atoms, in Å:
C -0.01557 -1.53765 -1.39937  -0.67
C -0.35758 -0.13926 -1.76315  -0.61
C 0.09169 -0.48198 -0.31188  0.81
C 1.38801 -0.18445 0.11160  -0.54
C -3.27600 0.21729 1.53889  -1.24
C -2.02551 0.42162 0.76338  0.27
C -1.05879 -0.48283 0.70983  -1.03
N 4.15295 1.60562 0.06181  -0.49
H 0.93498 -1.90927 -1.78098  0.33
H -0.87053 -2.18918 -1.34850  0.32
H 0.37810 0.48752 -2.25283  0.28
H -1.32036 -0.01964 -2.23345  0.32
H 2.05918 -1.04243 0.24064  0.41
H 1.61788 0.78580 0.55319  0.47
H -4.13434 0.77666 1.18345  0.36
H -3.11352 0.52516 2.57840  0.30
H -3.51319 -0.84360 1.58007  0.35
H -1.93198 1.34718 0.20523  0.43
H -1.27892 -1.46709 1.10150  0.36
H 5.11369 1.33042 0.09427  0.21
H 3.91350 2.50451 0.42821  0.20
H 3.45621 0.90426 -0.08400  0.16

HOMO energy in eV: -12.8
Energy relative to the best compared isomer or geometry (same formula, charge and spin) in kcal/mol: 112.4
LUMO energy in eV: -7.5
Total charge: +1

=====

5.
Entry from the Open Molecules 2025 dataset: a 2-piece molecular cluster, C7H14N overall at a distorted geometry (ωB97M-V with the def2-TZVPD basis set).

Each line ends with the Mulliken charge.
Positions of all 22 atoms, in Å:
C 2.15956 -0.65119 -1.08453  -1.20
C 1.76692 -0.50280 0.38436  0.87
C 1.26742 -1.50851 1.16786  -0.96
C 2.27953 0.76288 1.08736  -1.14
H 1.74589 0.20886 -1.67768  0.30
H 1.74335 -1.56391 -1.58084  0.36
H 3.20439 -0.63955 -1.25530  0.40
H 1.33991 -1.42469 2.24831  0.27
H 0.70491 -2.34518 0.81150  0.34
H 2.17843 0.69464 2.16206  0.37
H 1.75683 1.72411 0.72457  0.22
H 3.34357 0.82271 0.81435  0.30
C -1.57336 0.37859 -0.60989  0.21
C -1.27396 -0.91548 -0.90899  -0.68
C -3.51581 1.70844 0.00139  -0.07
N -2.86479 0.58605 -0.02046  -0.08
H -1.04400 1.29693 -0.83418  0.33
H -2.12049 -1.61831 -0.72920  0.21
H -0.24800 -1.19625 -1.04823  0.12
H -4.56509 1.76732 0.35699  0.29
H -2.96887 2.65792 -0.41843  0.23
H -3.31632 -0.24256 0.40899  0.33

HOMO energy in eV: -12.0
Energy relative to the best compared isomer or geometry (same formula, charge and spin) in kcal/mol: 59.6
LUMO energy in eV: -5.5
Total charge: +1

=====

6.
Entry from the Open Molecules 2025 dataset: a 2-piece molecular cluster, C7H14N2 overall at a distorted geometry (ωB97M-V with the def2-TZVPD basis set).

Each line ends with the Mulliken charge.
Positions of all 23 atoms, in Å:
C -1.34581 -0.46580 -4.01735  -0.73
C -0.01078 -0.77370 -4.73382  -0.87
H -2.21995 -0.56489 -4.64375  0.33
H -1.43827 -1.14002 -3.16301  0.22
H -1.26988 0.51771 -3.57782  0.20
H 0.63479 -1.39592 -4.13242  0.27
H 0.50080 0.16035 -4.98276  0.26
H -0.15924 -1.21517 -5.72205  0.32
C 0.11973 0.81793 -0.13978  0.08
C 1.53958 1.35509 -0.41566  -1.12
C 0.00006 0.25579 1.23037  0.35
C -0.67904 0.79242 2.28778  -0.57
C 0.25082 -1.10932 2.86870  -0.26
N 0.56421 -0.93101 1.61057  -0.59
N -0.49552 -0.08260 3.33527  -0.06
H -0.59587 1.61369 -0.29792  0.32
H -0.10253 0.09156 -0.91537  -0.08
H 1.97052 1.02155 -1.35015  0.30
H -1.15090 1.74362 2.46966  0.37
H 0.55560 -1.99155 3.40571  0.43
H -0.92475 0.08736 4.22662  0.18
H 2.27463 1.06754 0.33850  0.36
H 1.56475 2.44629 -0.41270  0.29

HOMO energy in eV: -8.6
Energy relative to the best compared isomer or geometry (same formula, charge and spin) in kcal/mol: 8.4
SMILES: CCc1c[nH]cn1.CC
LUMO energy in eV: 0.9
Total charge: 0